No. 1
The following is a quantum chemistry calculation of a gas-phase ion, C8H11N2 (charge +1) in a non-equilibrium geometry, from the Open Molecules 2025 dataset.

```
21
Properties=species:S:1:pos:R:3:forces:R:3
H -1.77021 0.43911 1.36699 1.27 -0.22 -1.85
C -0.01162 0.33051 -0.01478 -0.68 -0.23 0.87
C 1.55421 2.02001 0.46755 0.31 -0.64 -1.52
H -2.21866 0.31523 -0.32433 -0.13 0.44 -1.14
C 0.49742 -1.77227 -1.02107 1.24 -0.69 -2.74
H 0.93384 -2.15145 -2.05520 -0.88 1.37 1.77
H -0.69567 -1.79410 1.15573 2.38 -1.02 2.27
C -1.38610 0.09847 0.30386 -0.84 0.23 3.39
N 2.20611 0.08901 -0.66959 2.41 -0.73 -0.66
H 0.91722 -2.49973 -0.37294 0.85 -0.30 1.02
H 0.52938 2.90491 1.90720 0.27 1.35 -0.38
H 0.53152 3.99713 0.27918 0.41 -1.96 1.19
C 0.99661 -0.33963 -0.64725 -3.56 -2.17 -0.61
H -1.08409 -3.17869 -1.00157 -0.46 2.45 0.00
N 2.19334 1.27546 -0.19832 -0.10 2.25 0.94
H 1.95807 3.83076 1.16825 1.32 0.78 1.17
H -2.42757 -1.79972 0.85701 2.07 0.74 -0.95
C 1.08542 3.26811 1.01140 -1.92 0.15 -0.91
H -1.42453 -1.53688 -1.73394 -2.28 1.48 -2.43
C -1.35393 -1.50042 0.45302 -5.36 0.84 -2.06
C -1.03077 -1.99583 -0.93120 3.70 -4.12 2.65
```
Positions in Å, forces in eV/Å.

Results
Max |F|, hartree/bohr: 0.1194
E_tot, hartree: -420.41687
Total charge: +1
Multiplicity: 1
Orbital gap (alpha / beta), eV: 6.93 / 6.67

No. 2
The following is a quantum chemistry calculation of a molecular structure, C20H17N5O in a non-equilibrium geometry, from the Open Molecules 2025 dataset.

```
43
Properties=species:S:1:pos:R:3:forces:R:3
H -2.71541 2.71533 -4.24414 2.87 1.85 0.34
O -1.53694 0.49503 -4.05043 7.05 0.33 5.00
C -0.52169 0.65337 -3.09963 -9.92 2.81 -3.04
H 0.32124 2.24117 -2.02642 -0.12 1.25 -0.77
H 1.08420 -3.36756 -5.22973 0.56 -1.58 -5.53
C -0.63418 0.22001 2.25676 -4.53 0.42 2.55
C -0.32582 -0.08082 -0.74659 -3.43 4.10 5.72
N -0.56848 5.00008 -4.69480 7.05 0.05 3.48
C 0.63181 -2.38038 -1.40334 1.75 3.48 -2.58
H 1.96829 -1.64228 4.52592 -1.36 0.39 -1.44
N -1.64536 4.41181 -4.92168 -5.81 2.03 -3.21
C -0.38027 -0.40414 -1.97583 2.07 3.35 -7.46
C -1.72438 3.43096 -4.19096 -9.83 -9.10 -0.70
C 0.17630 -0.99089 0.16576 0.80 3.12 5.04
H -1.62808 0.94295 6.12530 -3.22 -0.79 -0.51
C 0.03779 4.12208 -3.82092 7.41 5.05 -1.84
C 0.11667 -0.14151 4.50622 1.49 -1.76 -1.46
C 0.95133 -3.15979 -4.29838 -2.93 3.42 11.04
H 1.53945 -5.00870 -3.45244 0.26 1.42 1.54
N -0.60321 2.97170 -3.66282 0.05 7.83 -3.79
C 1.08957 -1.22758 2.45206 6.01 -4.48 7.12
H 1.67918 -4.28691 -1.06281 -1.42 2.49 -1.60
H -0.44696 1.31240 7.38532 -0.54 0.47 3.24
H -0.11772 -0.92413 6.50115 0.67 2.33 -1.43
H 1.14311 4.36110 -3.50136 -2.43 -0.92 -0.35
C 0.34573 -1.47089 -2.45219 -3.13 -3.79 -2.15
C 0.27063 -0.65442 1.69610 -6.93 5.01 -5.87
H -0.85791 0.86375 -0.31574 1.23 -1.69 -1.02
C -0.68824 1.14511 6.41239 5.08 4.25 -1.59
H -1.56587 0.51451 1.71939 1.18 0.15 -0.41
H 1.86661 -1.74938 2.05244 1.93 -1.87 -1.58
C 1.14459 -1.25971 3.83242 -2.95 5.15 2.13
N 0.83371 -1.99690 -0.16440 -0.05 -2.72 1.51
H -0.31717 2.14353 5.93396 -1.29 -1.07 0.56
C 1.27735 -3.94658 -3.11618 0.42 -1.05 -4.14
H -0.04468 -1.43049 -4.71066 -0.76 1.07 0.59
N -0.41407 2.19409 -2.73710 1.81 -11.79 6.40
C 1.21465 -3.45334 -1.83925 3.59 -9.82 0.57
H 1.08392 -0.01432 6.31963 13.21 -1.77 5.82
C -0.93574 0.47422 3.73466 7.09 -4.29 -3.88
C 0.23339 -1.97807 -3.82672 3.58 -1.03 -1.46
C 0.33373 0.21668 5.94455 -14.99 -3.80 -5.72
H -1.67107 1.13891 3.98050 -1.54 1.51 0.89
```
Positions in Å, forces in eV/Å.

Results
Max |F|, hartree/bohr: 0.3207
E_tot, hartree: -1120.76548
Total charge: 0
Multiplicity: 1
Orbital gap, eV: 7.29

No. 3
The following is a quantum chemistry calculation of a molecular structure, C13H14CoN2 in a non-equilibrium geometry, from the Open Molecules 2025 dataset.

```
30
Properties=species:S:1:pos:R:3:forces:R:3
H 4.76066 -1.25305 -0.42498 -0.43 0.38 -0.02
C 4.11679 -0.38070 -0.26316 -0.56 0.42 0.07
H 2.24086 -1.46908 -0.43430 0.29 0.59 0.32
H 1.11115 -0.34594 -2.12901 0.33 -0.18 -1.41
H -2.26041 3.27231 0.74979 -0.21 -0.05 0.18
C -1.77500 -0.05126 -0.02787 -0.68 -0.39 -0.64
H 5.77558 1.00471 -0.10998 -0.08 -0.21 -0.04
H -0.73401 -4.46416 -0.01306 0.71 -0.63 -0.32
C 4.69720 0.88161 -0.08222 -0.06 0.77 0.19
C -2.54555 2.23358 0.61486 0.97 -0.77 0.16
H -4.61556 2.47898 1.03187 -0.05 -0.19 -0.16
C 3.92809 2.03961 0.14583 -0.43 -0.35 -0.01
H -1.91759 -4.23897 -1.30977 0.06 0.33 -0.13
H -1.35531 -2.95019 -0.14436 -0.41 1.75 -0.02
N 0.55093 0.68543 0.15293 0.65 3.60 2.79
C -4.14628 0.43445 0.47737 0.65 -0.51 -0.04
C 2.54069 1.92540 0.20905 0.60 -0.12 0.14
C -3.11808 -0.47937 0.08432 -0.63 1.15 0.19
H -3.46661 -1.49883 -0.13210 0.55 0.38 -0.06
C -1.62870 -3.94732 -0.30685 0.16 -1.97 0.43
H 4.34491 3.03807 0.29781 0.28 -0.51 -0.16
H 1.83572 2.75276 0.38462 0.80 -0.27 -0.08
H -2.33037 -4.35651 0.41247 -0.52 0.53 0.04
C -3.84766 1.77067 0.73447 0.30 0.40 -0.14
C 2.72042 -0.49643 -0.22746 -0.20 0.57 0.64
C -1.50716 1.30307 0.33205 -2.28 0.19 0.13
Co 0.06751 -0.44431 -1.06936 -3.88 -3.13 -1.75
H -5.19899 0.13240 0.56882 0.58 -0.14 -0.06
N -0.19691 1.74706 0.41661 2.27 -3.11 -0.87
C 1.95368 0.67601 0.06160 1.23 1.46 0.62
```
Positions in Å, forces in eV/Å.

Results
Max |F|, hartree/bohr: 0.1027
<S²>: 3.7876
E_tot, hartree: -1995.82305
Total charge: 0
Multiplicity: 4
Orbital gap (alpha / beta), eV: 6.55 / 6.80

No. 4
The following is a quantum chemistry calculation of 2 unconnected molecules or ions with the total composition C3H4O2Si in a non-equilibrium geometry, from the Open Molecules 2025 dataset.

```
10
Properties=species:S:1:pos:R:3:forces:R:3
O -1.09784 -0.87557 0.85456 -2.44 0.39 -0.49
Si 0.29718 -1.15580 0.06934 0.03 2.06 0.27
H 0.72762 0.22227 -0.45678 0.02 -0.63 -0.15
H 0.10662 -2.04712 -1.05647 0.20 -0.56 -0.42
H 1.43109 -1.48625 0.98859 -0.38 -0.36 -0.15
C -2.34694 1.10050 0.05157 -0.90 -0.40 0.03
C -2.78597 -0.18732 0.01072 1.25 -4.74 -0.47
O -3.49829 -1.05206 -0.34252 1.42 2.71 1.15
H -1.26673 2.98290 0.43634 0.38 1.13 0.01
C -1.88114 2.18189 0.18508 0.42 0.41 0.21
```
Positions in Å, forces in eV/Å.

Results
Max |F|, hartree/bohr: 0.0957
E_tot, hartree: -556.53859
Total charge: 0
Multiplicity: 1
Orbital gap, eV: 8.18

Among the records above, which one has the highest total charge? C8H11N2

The highest total charge belongs to which entry? C8H11N2